C22H26FN3O2 in the gas phase. Source: the OMol25 dataset; level of theory: wB97M-V/def2-TZVPD.

XYZ file:
```
54
Properties=species:S:1:pos:R:3
F -0.88909 -1.88853 0.22428
O 3.79330 -1.34490 1.60957
O 1.23852 2.12138 -1.64854
N 3.62605 0.50034 0.30946
N -0.44956 2.22110 -0.16220
N -6.54664 -1.59865 0.20082
C -3.28923 1.18764 0.33558
C 3.25109 1.89124 0.23155
C 1.81009 2.16122 0.70271
C 1.39198 1.17441 1.80514
C 2.07476 -3.87076 -0.36257
C 4.29454 -0.12130 -0.81207
C -5.71425 0.62175 -0.04877
C 1.12014 -1.31852 -0.85827
C 0.80283 -3.53110 0.06697
C -4.24352 -1.12702 0.60984
C -1.51256 2.26290 -1.14219
C -6.72834 -0.32149 -0.08602
C -2.50923 1.11510 -0.98417
C -5.32817 -1.98571 0.53871
C 3.41606 -0.20149 1.44453
C 0.35180 -2.25420 -0.19562
C 2.40249 -1.65818 -1.26274
C 2.86624 -2.94472 -1.01584
C 0.85282 2.15195 -0.49681
C -4.43406 0.21742 0.31126
C 3.29490 -0.61698 -1.87143
C 2.62792 0.57937 2.47892
H 0.77274 1.67183 2.55499
H 3.25215 1.37093 2.89956
H -3.21338 1.16403 -1.81711
H -1.98890 0.15879 -1.04191
H -7.73830 -0.04296 -0.35859
H 4.99114 0.59448 -1.25677
H 2.70038 0.22480 -2.22987
H -2.03835 3.22188 -1.06178
H 3.33333 2.21192 -0.80923
H -3.67145 2.20190 0.47562
H -5.21986 -3.03849 0.76477
H -0.71618 2.25704 0.80758
H 0.72334 -0.33633 -1.05899
H -2.62733 0.94186 1.16844
H 3.86241 -3.21903 -1.32840
H 0.81329 0.35265 1.37804
H 3.85816 -1.03479 -2.70721
H 3.94640 2.49083 0.83441
H -5.91813 1.65422 -0.29223
H 2.34444 -0.10167 3.28112
H 2.45240 -4.86336 -0.17129
H 4.85337 -0.97099 -0.41174
H 0.17474 -4.23096 0.59458
H -1.03002 2.21016 -2.12093
H 1.78177 3.18400 1.09673
H -3.26904 -1.49503 0.88808
```

- structure (SMILES) = O=C(NCCCc1ccncc1)[C@H]1CCC(=O)N(CCc2cccc(F)c2)C1
- frontier orbital gap (eV) = 9.33
- HOMO level (Eh) = -0.325
- LUMO (Ha) = 0.0180

=====

C22H26FN5O2S in the gas phase. Source: the OMol25 dataset; level of theory: wB97M-V/def2-TZVPD.

XYZ file:
```
57
Properties=species:S:1:pos:R:3
S 2.13122 1.15269 2.09198
F -9.12023 0.68827 -0.48760
O 0.76683 -2.17560 0.96438
O 5.28646 2.50245 1.13442
N -0.46808 0.43545 1.67399
N -1.11648 1.92474 0.20586
N 4.07071 1.65963 -0.56027
N -3.63810 0.93413 -0.15715
N 0.17034 2.18031 0.50207
C -0.42455 -0.72820 2.52705
C 3.83398 -2.40051 -1.90133
C -5.72739 -0.11067 0.48824
C 2.71006 -0.24160 -1.24688
C 5.25219 1.13751 -1.21865
C 0.55755 1.28922 1.37514
C -7.76926 0.74876 -0.39352
C -0.60541 -3.88553 0.60130
C 0.59721 -3.32830 0.29910
C -1.22220 -3.00082 1.51955
C -7.10497 -0.17309 0.39092
C -1.49885 0.88754 0.89118
C 3.92227 -0.87789 -1.93075
C 2.93141 2.63671 1.38963
C 2.85044 1.28252 -1.23488
C -5.00815 0.87489 -0.19387
C 5.19790 -0.38956 -1.24050
C 4.20188 2.25584 0.63917
C -7.08572 1.73277 -1.08642
C -5.71270 1.79274 -0.98202
C -0.34037 -1.97749 1.71068
C -2.85368 0.28054 0.85577
H 6.12557 1.48879 -0.66758
H 5.28890 1.53024 -2.24062
H -7.66373 -0.93100 0.91712
H -5.16417 2.55590 -1.51347
H -3.31554 0.37966 1.85413
H 2.93041 -2.73970 -2.40389
H 2.18510 3.14048 0.77991
H 3.94341 -0.54822 -2.97640
H 6.07833 -0.77542 -1.75640
H -1.00773 -4.80196 0.22297
H -7.63082 2.43938 -1.69187
H 3.81822 -2.75749 -0.87345
H -2.18031 -3.11936 1.98304
H 5.21737 -0.75803 -0.21252
H 2.91679 1.64437 -2.26858
H 4.69167 -2.84271 -2.40295
H 0.46003 -0.62935 3.16436
H 2.63782 -0.60827 -0.22063
H -3.20370 1.76368 -0.53526
H -5.21267 -0.84057 1.09259
H 1.39083 -3.64107 -0.34905
H -2.76144 -0.79479 0.63764
H 1.79132 -0.51364 -1.76977
H 1.97920 1.74778 -0.77809
H 3.22402 3.26139 2.23370
H -1.32316 -0.75757 3.14847
```

- structure (SMILES) = CC1CCN(C(=O)CSc2nnc(CNc3ccc(F)cc3)n2Cc2ccco2)CC1
- frontier orbital gap (eV) = 8.24
- HOMO level (Eh) = -0.288
- LUMO (Ha) = 0.0144

=====

A molecular structure, C22H26I3N4OSiV. Source: the OMol25 dataset; level of theory: wB97M-V/def2-TZVPD.

XYZ file:
```
58
Properties=species:S:1:pos:R:3
I 5.79597 3.61506 3.95365
I -0.09738 3.88006 2.94576
I 0.31732 -0.72530 2.91977
V -0.08826 0.20064 0.48428
Si -0.77380 -3.30643 0.14667
O 0.82000 1.48579 0.96623
N 2.15061 -0.08288 -0.39633
N -0.93361 -1.48768 0.15418
N -1.86003 0.57634 0.37093
N -0.10218 0.45944 -1.73110
C -1.47699 -3.78698 -1.50099
C -4.38742 -0.35744 0.65586
C -2.87235 1.50132 0.41123
C 3.22956 0.09137 0.59816
C -2.51719 2.93631 0.20161
C -0.09923 1.18686 -4.40773
C 3.11577 1.34670 1.43504
C 4.22958 1.82778 2.10031
C 1.05653 -3.60981 0.26007
C -4.14019 1.03376 0.57731
C 1.75929 3.04471 2.53654
C -1.71441 -3.98803 1.59767
C -1.25106 0.68704 -3.81275
C 4.11757 2.90753 2.96880
C -1.21077 0.34087 -2.48157
C -2.07512 -0.80852 0.32774
C -3.38912 -1.28031 0.52130
C 1.05321 1.27648 -3.65069
C 1.89607 1.98840 1.63953
C 1.02011 0.89453 -2.31893
C 2.25074 0.92214 -1.46622
C 2.88170 3.50979 3.19590
H 3.13459 0.74864 -2.08484
H -1.56953 -4.87393 -1.56002
H -0.82560 -3.46590 -2.31622
H 5.18931 1.34899 1.95264
H 1.37919 -3.71647 1.29619
H -1.11895 -4.76261 2.08439
H 2.79555 4.33203 3.89201
H -4.95959 1.73656 0.63033
H -1.91861 -3.22284 2.34862
H 2.25881 -1.00498 -0.80880
H 3.21739 -0.77614 1.26087
H 2.37056 1.90809 -1.01174
H -0.09793 1.48266 -5.44813
H 1.33456 -4.51940 -0.27457
H -2.47177 -3.36791 -1.66787
H -2.98978 3.56927 0.95052
H 1.98167 1.62423 -4.08310
H -2.65914 -4.44582 1.29915
H -2.88123 3.25206 -0.77815
H 4.19670 0.10021 0.08636
H -2.09344 -0.05570 -1.99961
H -3.57867 -2.34277 0.53801
H 1.61554 -2.78534 -0.18309
H -2.16816 0.56254 -4.37015
H -5.40406 -0.69934 0.80300
H -1.44232 3.09431 0.24198
```

- frontier orbital gap (spin up / spin down) (eV) = 5.23 / 5.23
- HOMO level (spin up / spin down) (Eh) = -0.500 / -0.500
- LUMO (spin up / spin down) (Ha) = -0.3080 / -0.3080
- total charge = +2

=====

A molecular structure, C22H26I3N4OSiV. Source: the OMol25 dataset; level of theory: wB97M-V/def2-TZVPD.

XYZ file:
```
58
Properties=species:S:1:pos:R:3
I 3.65538 -0.67617 -3.47453
I 3.19930 5.04913 -5.12891
I -1.09067 0.11660 -2.71610
V 0.17320 -0.13150 -0.46021
Si -3.30050 -0.38994 0.45532
O 1.52854 0.48455 -1.31315
N -1.52491 -0.75081 0.22493
N 0.82809 0.00697 1.63878
N 0.34823 -1.95365 -0.18880
N 0.13650 1.98917 0.08668
C 3.20569 2.24487 -4.02998
C 1.13622 -3.06429 -0.25964
C 2.60644 -2.86770 -0.42366
C -1.01335 -1.99112 0.12556
C -1.63463 -3.24530 0.24856
C -0.85602 -4.36496 0.10963
C 1.68246 3.72748 -2.88269
C -3.61432 -0.83352 2.23414
C 2.63595 3.50285 -3.87145
C 0.17111 2.93258 -1.06510
C 1.31687 -0.87190 3.80218
C 1.36111 1.17728 2.01167
C 2.84554 1.20152 -3.18919
C 1.90138 0.33176 4.17320
C -4.26582 -1.43775 -0.74897
C 1.28381 2.25538 0.98233
C 1.29694 2.70070 -2.03659
C 0.79524 -0.99446 2.53323
C -3.51059 1.43140 0.13434
C 0.53010 -4.28290 -0.12949
C 1.91057 1.37613 3.26594
C 1.91242 1.45643 -2.19339
H 0.33052 -1.91994 2.22429
H -4.73277 -2.29920 -0.26884
H -2.69086 -3.30390 0.46153
H 1.26344 -1.70631 4.48636
H -3.68864 1.63872 -0.92103
H -4.37094 1.79842 0.69821
H 1.12519 -5.18223 -0.19955
H -3.12078 -0.14053 2.91858
H -0.72337 2.17456 0.59801
H -0.78317 2.84655 -1.58529
H 1.22795 4.70530 -2.78431
H 0.24581 3.95182 -0.67590
H 3.93189 2.07361 -4.81249
H 2.32578 2.34084 3.52378
H -4.68551 -0.79375 2.44508
H 2.32629 0.45767 5.15985
H -2.65744 2.02955 0.45683
H -1.31175 -5.34241 0.20331
H 3.11770 -3.12177 0.50684
H 1.18842 3.23669 1.45099
H 2.99254 -3.52685 -1.20026
H 2.19110 2.27342 0.37503
H -3.27625 -1.84360 2.47513
H -5.07024 -0.83970 -1.18293
H -3.65436 -1.79422 -1.57948
H 2.84916 -1.84160 -0.68840
```

- frontier orbital gap (eV) = 5.09
- HOMO level (Eh) = -0.498
- LUMO (Ha) = -0.3103
- total charge = +2

=====

Total energy, record by record: -1268.60475, -1776.25085, -3274.33338, -3274.34740 Ha
ΔE to the lowest compared entry with this formula, charge and spin, record by record: 0.2013, 1.0793, 0.9647, 0.5833 eV
Max |F|, record by record: 0.013, 0.024, 0.046, 0.019 Eh/bohr